ORCA calculation (ωB97M-V/def2-TZVPD) on a 9-piece molecular cluster, C25H70F2N6O12S2 overall.

Results
**Gap between HOMO and LUMO (alpha / beta)**: 8.46 / 6.58 eV

```
! RIJCOSX wB97M-V def2-TZVPD def2/J DEFGRID3
* xyz -1 2
N 3.278 -3.238 -1.160
S 4.734 -3.773 -1.373
O 5.464 -4.211 -0.208
O 5.513 -3.276 -2.477
F 4.203 -5.170 -1.959
S 3.857 -1.604 -1.047
O 3.514 -0.766 -2.224
O 5.098 -1.218 -0.298
F 2.770 -1.106 0.030
C -0.004 -0.141 -1.576
O -0.365 -1.145 -0.615
H 0.702 -0.616 -2.256
H -0.913 0.000 -2.161
H 0.245 0.862 -1.229
C -3.293 -2.780 -4.430
C -2.032 -3.567 -3.931
C -0.688 -3.132 -4.599
O 0.445 -3.661 -3.899
C 1.710 -3.531 -4.512
N -1.945 -3.249 -2.539
H -4.234 -2.796 -3.880
H -3.477 -3.215 -5.412
H -3.034 -1.750 -4.676
H -2.117 -4.649 -4.032
H -0.671 -2.049 -4.723
H -0.695 -3.530 -5.614
H 2.370 -4.168 -3.923
H 1.767 -2.455 -4.345
H 1.800 -3.770 -5.572
H -2.876 -3.447 -2.201
H -1.928 -2.241 -2.480
C -0.647 5.837 4.375
C -0.018 5.038 3.160
C -0.976 4.851 1.988
O -0.470 4.023 0.992
C -1.052 4.090 -0.352
N 1.204 5.785 2.759
H 0.169 6.098 5.049
H -1.345 5.176 4.889
H -1.168 6.711 3.984
H 0.363 4.088 3.537
H -1.166 5.886 1.706
H -1.929 4.468 2.354
H -1.092 5.084 -0.797
H -2.093 3.816 -0.181
H -0.388 3.587 -1.055
H 1.638 5.158 2.097
H 1.800 5.657 3.565
C 0.992 -0.676 4.267
C 0.102 -0.461 3.007
C 0.219 0.938 2.528
O -0.254 1.795 3.563
C -1.680 1.955 3.621
N 0.669 -1.345 1.964
H 1.994 -0.284 4.089
H 1.091 -1.747 4.443
H 0.475 -0.065 5.006
H -0.905 -0.852 3.157
H -0.321 1.001 1.583
H 1.196 1.232 2.144
H -1.928 2.772 4.298
H -2.165 1.065 4.022
H -2.031 2.164 2.610
H 0.072 -1.276 1.152
H 1.558 -0.997 1.634
C -3.376 -3.284 2.514
C -2.137 -3.872 1.854
C -1.941 -5.398 1.938
O -0.791 -5.879 1.250
C -0.559 -7.318 1.462
N -2.279 -3.601 0.402
H -3.352 -2.196 2.570
H -3.557 -3.787 3.464
H -4.317 -3.441 1.987
H -1.211 -3.562 2.338
H -2.847 -5.908 1.613
H -1.758 -5.655 2.982
H -0.003 -7.667 0.593
H -1.432 -7.957 1.598
H 0.183 -7.283 2.260
H -2.529 -2.630 0.278
H -3.155 -3.990 0.084
C 2.946 3.073 -1.517
C 2.795 2.506 -0.105
C 4.124 2.057 0.544
O 3.899 1.474 1.804
C 5.062 0.940 2.499
N 2.296 3.579 0.761
H 3.622 3.914 -1.363
H 2.096 3.508 -2.043
H 3.477 2.487 -2.267
H 2.040 1.722 -0.154
H 4.835 2.857 0.748
H 4.635 1.375 -0.137
H 5.743 0.279 1.962
H 4.686 0.435 3.389
H 5.540 1.901 2.688
H 1.298 3.692 0.652
H 2.411 3.334 1.734
C -0.027 4.538 -5.108
C -0.367 3.016 -5.228
O -0.989 2.679 -3.992
H 0.435 4.896 -4.188
H -0.889 5.195 -5.216
H 0.695 4.902 -5.840
H 0.616 2.564 -5.357
H -1.055 2.874 -6.062
H -0.750 1.836 -3.599
C -4.817 0.283 0.895
C -3.355 0.176 0.473
O -3.375 -0.767 -0.683
H -5.424 0.817 0.165
H -4.883 0.789 1.859
H -5.284 -0.632 1.258
H -2.753 -0.194 1.302
H -2.882 1.044 0.015
H -2.452 -0.902 -0.911
*
```

Atomic partial charges in e from the Löwdin method, atoms 1 to 8:
1 N -0.2231
2 S 0.3974
3 O -0.2991
4 O -0.3038
5 F -0.2257
6 S 0.6200
7 O -0.3360
8 O -0.3245